1.
Formula: C27H50N2O12S3Si
Source: the OMol25 dataset
Level of theory: ωB97M-V/def2-TZVPD

SMILES: CCC(=O)OCCc1ccc2nccnc2c1CCO[Si](C)(C)C.CCOS(C)(=O)=O.CCOS(C)(=O)=O.CCOS(C)(=O)=O
LUMO energy (eV): 0.09
Energy relative to the best compared isomer or geometry (same formula, charge and spin) (kcal per mole): 0.0
Net charge: 0
Energy (a.u.): -3555.2946
HOMO level (Ha): -0.320

Element x y z (Å)
C -5.144 2.079 -2.298
C -3.783 2.499 -1.766
C -3.246 3.751 -2.396
O -3.829 4.442 -3.182
O -1.983 4.057 -1.943
C -0.934 3.552 -2.783
C 0.216 3.049 -1.912
C 0.949 1.908 -2.570
C 1.483 2.146 -3.861
C 2.116 1.177 -4.573
C 2.246 -0.105 -4.018
N 2.856 -1.084 -4.742
C 2.949 -2.255 -4.183
C 2.453 -2.506 -2.879
N 1.860 -1.592 -2.168
C 1.734 -0.355 -2.718
C 1.087 0.678 -1.985
C 0.567 0.408 -0.600
C 1.349 1.135 0.493
O 2.575 0.504 0.818
Si 2.678 -0.666 1.998
C 2.045 -2.341 1.452
C 1.772 -0.168 3.565
C 4.499 -0.798 2.367
H -5.159 2.081 -3.384
H -5.376 1.074 -1.954
H -5.927 2.737 -1.934
H -3.045 1.713 -1.938
H -3.822 2.669 -0.691
H -1.313 2.733 -3.397
H -0.620 4.353 -3.448
H 0.930 3.857 -1.750
H -0.202 2.772 -0.949
H 1.390 3.130 -4.299
H 2.524 1.361 -5.555
H 3.412 -3.060 -4.739
H 2.562 -3.497 -2.457
H 0.570 -0.659 -0.397
H -0.473 0.735 -0.545
H 1.596 2.142 0.152
H 0.719 1.251 1.378
H 2.135 -2.501 0.384
H 1.009 -2.496 1.751
H 2.641 -3.095 1.970
H 2.444 -0.226 4.419
H 0.964 -0.877 3.748
H 1.329 0.825 3.543
H 5.083 -0.964 1.464
H 4.842 0.142 2.803
H 4.699 -1.592 3.083
C 4.738 -8.471 -3.609
C 6.105 -7.851 -3.418
O 6.154 -6.450 -3.789
S 5.488 -5.405 -2.802
C 6.171 -3.949 -3.511
O 6.017 -5.607 -1.489
O 4.069 -5.404 -2.997
H 4.003 -8.043 -2.929
H 4.802 -9.542 -3.417
H 4.385 -8.315 -4.628
H 6.458 -7.951 -2.391
H 6.839 -8.316 -4.072
H 7.249 -3.969 -3.382
H 5.736 -3.108 -2.975
H 5.900 -3.908 -4.563
C -1.174 4.868 5.743
C 0.053 5.751 5.661
O 1.198 5.202 6.359
S 1.960 3.992 5.674
C 3.393 4.019 6.691
O 2.299 4.362 4.334
O 1.241 2.777 5.904
H -1.030 3.929 5.213
H -2.020 5.390 5.296
H -1.411 4.637 6.781
H 0.339 5.956 4.629
H -0.119 6.703 6.158
H 3.924 4.952 6.529
H 4.002 3.171 6.385
H 3.087 3.910 7.727
C -9.679 1.444 1.279
C -9.349 0.181 2.046
O -9.087 -0.956 1.186
S -7.697 -0.994 0.425
C -7.770 -2.671 -0.097
O -6.644 -0.820 1.379
O -7.751 -0.141 -0.722
H -8.825 1.801 0.706
H -9.971 2.223 1.984
H -10.501 1.269 0.586
H -8.496 0.319 2.711
H -10.196 -0.141 2.647
H -7.752 -3.314 0.777
H -6.892 -2.839 -0.716
H -8.676 -2.815 -0.679

---

2.
Formula: C27H50NOP
Source: the OMol25 dataset
Level of theory: ωB97M-V/def2-TZVPD

LUMO energy (eV): -0.86
Net charge: 0
Energy (a.u.): -1529.7669
HOMO level (Ha): -0.121

Element x y z (Å)
C 8.201 0.226 5.530
C 7.737 0.716 4.049
C 7.343 2.279 3.982
N 5.901 2.574 4.131
C 5.428 2.317 5.508
C 3.816 2.446 5.435
O 3.184 3.509 5.659
C 3.065 1.066 5.035
C 2.229 0.946 3.745
C 1.593 -0.450 3.442
C 1.835 -1.641 4.415
C 2.663 -1.485 5.722
C 3.302 -0.115 6.047
H 8.791 1.069 6.029
H 7.333 -0.163 6.166
H 8.937 -0.655 5.393
H 6.913 0.020 3.644
H 8.660 0.579 3.375
H 7.964 2.847 4.782
H 7.639 2.644 2.928
H 5.894 2.978 6.323
H 5.672 1.210 5.782
H 2.112 1.852 3.051
H 0.969 -0.523 2.482
H 1.381 -2.656 4.138
H 2.829 -2.340 6.450
H 3.937 0.001 6.983
C -1.330 3.623 -3.075
C -2.112 2.969 -1.945
C -1.321 1.882 -1.219
C -1.188 0.548 -1.963
P -2.573 -0.576 -1.956
C -3.100 -0.738 -0.230
C -2.094 -1.091 0.869
C -1.587 -2.533 0.945
C -2.667 -3.604 0.904
C -2.045 -2.205 -2.433
C -1.485 -2.533 -3.815
C -2.472 -2.587 -4.975
C -3.768 -3.333 -4.699
C -4.073 0.003 -2.726
C -4.308 0.264 -4.216
C -3.229 1.022 -4.991
C -3.643 2.440 -5.359
H -0.995 2.895 -3.817
H -1.951 4.363 -3.583
H -0.448 4.139 -2.687
H -3.057 2.577 -2.326
H -2.377 3.748 -1.222
H -1.789 1.709 -0.246
H -0.317 2.265 -1.008
H -0.373 0.001 -1.472
H -0.826 0.712 -2.981
H -3.949 -1.428 -0.199
H -3.521 0.238 0.036
H -2.574 -0.867 1.829
H -1.230 -0.424 0.801
H -1.029 -2.646 1.880
H -0.851 -2.717 0.158
H -3.298 -3.552 1.794
H -2.207 -4.594 0.875
H -3.308 -3.522 0.024
H -2.823 -2.926 -2.168
H -1.211 -2.430 -1.766
H -1.011 -3.520 -3.747
H -0.683 -1.828 -4.060
H -1.977 -3.052 -5.834
H -2.687 -1.569 -5.294
H -3.581 -4.403 -4.565
H -4.454 -3.212 -5.540
H -4.284 -2.962 -3.810
H -4.375 0.907 -2.187
H -4.833 -0.737 -2.440
H -5.264 0.792 -4.311
H -4.492 -0.691 -4.709
H -3.031 0.500 -5.933
H -2.284 1.033 -4.452
H -4.472 2.426 -6.071
H -2.810 2.965 -5.830
H -3.961 3.010 -4.480

---

3.
Formula: C27H50P2Ti
Source: the OMol25 dataset
Level of theory: ωB97M-V/def2-TZVPD

LUMO energy (eV): -7.33
Energy relative to the best compared isomer or geometry (same formula, charge and spin) (kcal per mole): 0.0
Net charge: +2
Energy (a.u.): -2590.3665
HOMO level (Ha): -0.523

Element x y z (Å)
Ti 0.104 -0.220 1.506
C -0.819 -2.042 2.454
C 0.514 -2.350 1.962
C 0.716 -0.830 3.727
C -0.678 -1.123 3.561
C 1.460 -1.552 2.722
C -2.096 -2.690 2.037
H -2.044 -3.097 1.020
H -2.932 -1.976 2.079
H -2.357 -3.525 2.706
C -1.766 -0.763 4.511
H -2.694 -1.282 4.252
H -1.973 0.313 4.512
H -1.499 -1.047 5.539
C 1.335 -0.126 4.882
H 1.318 -0.766 5.780
H 0.803 0.798 5.135
H 2.381 0.127 4.678
C 2.947 -1.633 2.644
H 3.342 -2.342 3.388
H 3.411 -0.658 2.856
H 3.295 -1.971 1.659
C 0.882 -3.469 1.056
H 1.094 -4.378 1.639
H 1.787 -3.251 0.478
H 0.072 -3.729 0.370
C -1.427 0.914 -4.030
C -1.587 -0.417 -4.151
C -0.855 -1.270 -5.147
C 0.622 -0.905 -5.407
C 1.398 -0.438 -4.219
C 1.595 0.856 -3.889
C 0.873 2.010 -4.513
C -0.594 1.760 -4.939
H -1.367 -1.245 -6.124
H 0.678 -0.148 -6.200
H -0.929 -2.313 -4.809
H -0.609 1.326 -5.946
H -2.079 1.492 -3.377
H -2.452 -0.897 -3.678
H -1.082 2.751 -5.000
H 0.911 2.847 -3.802
H 2.392 1.148 -3.193
H 1.407 2.365 -5.415
H 1.115 -1.818 -5.788
H 1.866 -1.257 -3.671
P -1.299 -0.183 -0.501
C -2.783 0.747 -0.876
C -1.345 -1.839 -1.256
P 1.712 0.336 -0.309
C 0.162 0.587 -1.345
C 2.677 -0.934 -1.155
C 2.762 1.817 -0.366
H -2.911 1.529 -0.117
H -3.643 0.067 -0.824
H -2.753 1.217 -1.862
H -1.204 -1.787 -2.348
H -2.328 -2.280 -1.037
H -0.576 -2.505 -0.835
H 2.813 2.252 -1.370
H 3.766 1.513 -0.039
H 2.377 2.557 0.344
H -0.006 1.648 -1.575
H 0.225 0.031 -2.286
H 3.663 -0.984 -0.676
H 2.812 -0.673 -2.208
H 2.189 -1.912 -1.080
C -1.004 2.765 4.289
C -1.154 2.281 2.840
C -1.763 3.395 1.981
C 0.172 1.794 2.242
H -0.226 3.537 4.350
H -0.733 1.957 4.983
H -1.939 3.208 4.665
H -1.869 1.438 2.842
H -1.083 4.256 1.932
H -1.950 3.051 0.956
H -2.718 3.742 2.397
H 0.495 2.423 1.401
H 0.980 1.771 2.984

---

4.
Formula: C27H51Br12FN2O8Si
Source: the OMol25 dataset
Level of theory: ωB97M-V/def2-TZVPD

LUMO energy (eV): -0.28
Energy relative to the best compared isomer or geometry (same formula, charge and spin) (kcal per mole): 0.0
Net charge: 0
Energy (a.u.): -33048.1377
HOMO level (Ha): -0.333

Element x y z (Å)
C -6.824 4.158 -2.931
C -6.223 4.131 -1.488
O -5.010 3.424 -1.370
C -5.177 2.040 -1.597
C -4.519 1.185 -0.477
O -3.199 1.648 -0.267
C -2.256 0.565 -0.335
C -0.808 1.202 -0.369
F -0.985 2.564 -0.494
C -0.123 0.726 -1.711
C 0.195 1.901 -2.684
C 1.168 1.301 -3.758
C 0.414 0.355 -4.727
N 1.202 0.238 -5.981
O -0.015 0.743 0.667
C 0.225 1.637 1.724
C -1.074 2.180 2.447
N -1.088 3.622 2.724
C 1.261 2.759 1.382
C 2.334 2.326 0.368
O 2.702 1.208 0.127
O 2.983 3.389 -0.355
C 0.950 0.733 2.800
C 1.258 1.433 4.152
C 2.785 1.683 4.272
O 3.549 0.854 4.568
O 0.276 -0.509 2.960
C 1.070 -1.575 2.450
C 2.241 -1.973 3.382
C 2.801 -3.397 3.071
O 4.201 -3.299 2.854
Si 5.057 -4.723 3.166
C 4.653 -5.551 4.819
C 6.895 -4.204 3.283
C 4.984 -5.983 1.729
H -6.753 5.173 -3.351
H -6.325 3.462 -3.621
H -7.887 3.879 -2.864
H -6.029 5.169 -1.182
H -7.005 3.744 -0.804
H -6.246 1.774 -1.682
H -4.643 1.791 -2.534
H -5.126 1.394 0.427
H -4.594 0.114 -0.727
H -2.422 -0.034 0.578
H -2.495 0.019 -1.257
H 0.864 0.316 -1.431
H -0.666 -0.097 -2.191
H -0.707 2.231 -3.217
H 0.747 2.714 -2.200
H 1.886 0.658 -3.213
H 1.777 2.063 -4.266
H 0.353 -0.670 -4.328
H -0.609 0.738 -4.898
H 1.495 1.184 -6.194
H 0.626 -0.129 -6.726
H -1.987 2.003 1.853
H -1.263 1.663 3.400
H -0.306 3.915 3.290
H -1.138 4.145 1.862
H 0.687 3.563 0.886
H 1.723 3.226 2.259
H 2.631 4.244 -0.075
H 1.924 0.468 2.342
H 0.787 2.414 4.305
H 1.009 0.741 4.972
H 3.127 2.736 4.102
H 1.406 -1.358 1.419
H 0.428 -2.471 2.351
H 3.078 -1.293 3.135
H 2.036 -1.815 4.448
H 2.297 -3.855 2.198
H 2.529 -4.020 3.943
H 5.091 -6.560 4.861
H 3.573 -5.658 5.017
H 5.072 -4.934 5.630
H 7.516 -4.741 2.548
H 7.272 -4.452 4.294
H 7.031 -3.119 3.166
H 4.768 -6.995 2.115
H 4.281 -5.690 0.936
H 5.989 -6.062 1.278
C 0.585 -3.909 -4.920
Br 0.017 -5.737 -4.676
Br -0.665 -2.906 -5.996
Br 0.913 -3.028 -3.236
H 1.523 -3.936 -5.458
C -4.362 -1.636 -5.778
Br -3.995 -1.271 -7.640
Br -3.687 -0.238 -4.629
Br -6.238 -1.972 -5.471
H -3.830 -2.543 -5.522
C 6.147 1.862 1.847
Br 6.232 1.117 3.623
Br 6.916 0.674 0.537
Br 4.330 2.387 1.322
H 6.750 2.760 1.858
C -8.550 -0.071 -0.159
Br -9.571 1.263 -1.110
Br -7.611 -1.249 -1.367
Br -7.355 0.730 1.127
H -9.254 -0.678 0.394

---

5.
Formula: C27H52AuP2Si
Source: the OMol25 dataset
Level of theory: ωB97M-V/def2-TZVPD

LUMO energy (spin up / spin down) (eV): -1.86 / -4.21
Energy relative to the best compared isomer or geometry (same formula, charge and spin) (kcal per mole): 87.1
Net charge: +1
Energy (a.u.): -2167.4804
Spin multiplicity: 3
HOMO level (spin up / spin down) (Ha): -0.352 / -0.355

Element x y z (Å)
Au -0.149 0.106 0.988
C -3.134 1.916 1.070
C -3.577 0.601 0.717
C -1.997 0.394 2.416
C -2.230 1.818 2.132
C -2.955 -0.324 1.564
C -3.653 3.170 0.477
H -3.839 3.056 -0.599
H -2.939 3.991 0.616
H -4.602 3.474 0.944
C -1.707 2.953 2.922
H -1.547 3.830 2.278
H -0.754 2.704 3.410
H -2.413 3.263 3.714
C -1.667 -0.082 3.785
H -2.504 0.106 4.481
H -0.788 0.440 4.183
H -1.472 -1.161 3.796
C -3.311 -1.754 1.679
H -4.303 -1.890 2.146
H -2.582 -2.293 2.297
H -3.349 -2.236 0.692
C -4.626 0.298 -0.282
H -5.634 0.451 0.139
H -4.568 -0.746 -0.616
H -4.540 0.947 -1.164
C 2.261 0.175 -3.582
C 1.068 0.644 -4.013
C 0.235 -0.016 -5.071
C 0.278 -1.566 -5.105
C 0.249 -2.237 -3.769
C 1.339 -2.706 -3.105
C 2.759 -2.352 -3.430
C 2.994 -0.996 -4.158
H 0.565 0.360 -6.059
H 1.129 -1.902 -5.718
H -0.816 0.306 -4.979
H 2.814 -1.110 -5.238
H 2.848 0.750 -2.859
H 0.777 1.683 -3.802
H 4.071 -0.774 -4.061
H 3.365 -2.364 -2.505
H 1.233 -3.540 -2.400
H 3.176 -3.155 -4.064
H -0.628 -1.895 -5.645
H -0.757 -2.499 -3.436
P 0.365 1.086 -1.102
C 1.465 2.483 -1.266
C -1.177 1.186 -2.039
P 0.449 -1.895 -0.154
C 1.107 -0.603 -1.311
C -1.003 -2.729 -0.824
C 1.743 -3.004 0.400
H 2.190 2.476 -0.441
H 0.860 3.400 -1.183
H 1.996 2.495 -2.226
H -1.116 0.674 -3.008
H -1.405 2.249 -2.214
H -2.004 0.760 -1.455
H 2.336 -3.379 -0.448
H 1.272 -3.855 0.918
H 2.402 -2.487 1.113
H 2.208 -0.606 -1.330
H 0.676 -0.825 -2.283
H -1.451 -3.315 -0.008
H -0.767 -3.408 -1.651
H -1.753 -1.995 -1.155
C 4.074 0.924 3.710
Si 2.201 0.683 3.658
C 1.853 -1.081 4.183
C 1.427 1.883 4.886
C 1.576 1.065 1.909
H 4.465 0.689 4.711
H 4.347 1.963 3.474
H 4.575 0.264 2.987
H 2.244 -1.244 5.200
H 0.779 -1.306 4.195
H 2.346 -1.798 3.513
H 1.215 2.852 4.412
H 0.502 1.507 5.343
H 2.146 2.061 5.701
H 1.347 2.140 1.812
H 2.383 0.850 1.188